# 1
{
  "formula": "C6H9NO2",
  "method": "the ωB97M-V functional and the def2-TZVPD basis",
  "elements": ["O", "O", "N", "C", "C", "C", "C", "C", "C", "H", "H", "H", "H", "H", "H", "H", "H", "H"],
  "coordinates": [[-0.019870, -0.674557, -1.238281], [-0.929744, -0.282695, 0.779947], [1.087479, -1.329139, -0.652667], [1.717438, -0.752455, 0.326323], [0.656561, 1.260944, -0.104936], [-0.731142, 1.783337, -0.451340], [1.459643, 0.565068, 0.977167], [-0.421564, 0.315993, -0.374566], [-2.226092, -0.841248, 0.468317], [-1.428338, 2.155285, 0.306987], [2.384264, 1.055951, 1.293963], [2.483365, -1.380520, 0.752343], [-2.900503, -0.060001, 0.069288], [-2.619463, -1.169707, 1.424233], [-2.080404, -1.700561, -0.200944], [0.872560, 0.391324, 1.915203], [-0.735524, 2.335128, -1.367325], [1.279543, 1.345256, -1.004202]],
  "forces_ev_per_angstrom": [[-0.33, -0.26, -0.94], [-1.24, 0.29, -0.29], [1.15, 0.38, 0.85], [-0.81, -1.08, -0.91], [1.07, 0.21, 0.23], [-0.15, -0.01, 0.66], [-0.59, 1.00, 1.24], [-0.12, -0.14, 0.26], [0.52, 0.19, 0.51], [0.25, -0.31, -0.27], [-0.01, -0.06, -0.26], [0.29, -0.20, -0.18], [0.33, -0.44, -0.10], [-0.13, -0.18, 0.02], [-0.36, 0.36, 0.03], [0.43, 0.16, -0.73], [-0.07, 0.07, -0.42], [-0.23, 0.03, 0.30]],
  "lowdin_charge": [-0.023, -0.123, 0.100, -0.124, -0.171, 0.058, -0.122, -0.587, -0.036, 0.121, 0.114, 0.113, 0.099, 0.087, 0.098, 0.138, 0.103, 0.154],
  "molar_mass_g_mol": 127.143,
  "smiles": "CO[C@@]12C[C@H]1CC=NO2",
  "lumo_ha": 0.0358
}

=====

# 2
{
  "formula": "H3O6",
  "method": "the ωB97M-V functional and the def2-TZVPD basis",
  "elements": ["O", "O", "O", "O", "O", "O", "H", "H", "H"],
  "coordinates": [[1.963183, -0.607932, 0.023896], [0.814993, 0.009959, -0.324047], [-1.473687, 0.370125, 0.300351], [0.939935, 1.302280, -0.199649], [-2.089100, -0.191333, -0.706350], [-0.202556, -0.377081, 0.657902], [1.013077, 1.514399, 0.768815], [-2.872847, -0.537598, -0.215809], [1.906998, -1.482818, -0.305111]],
  "forces_ev_per_angstrom": [[2.12, 1.60, 2.21], [-2.25, -1.07, -1.69], [3.15, 1.16, 1.49], [0.98, 3.34, -0.07], [-1.68, -1.01, -0.48], [-2.09, -0.94, 0.88], [0.11, -0.37, -0.28], [0.17, -0.55, -0.89], [-0.52, -2.16, -1.17]],
  "lowdin_charge": [0.226, -0.129, -0.003, 0.181, 0.095, 0.109, 0.199, 0.170, 0.152],
  "molar_mass_g_mol": 99.018,
  "total_charge": 1,
  "lumo_ha": -0.2218
}

=====

# 3
{
  "formula": "H15O8Tl",
  "method": "the ωB97M-V functional and the def2-TZVPD basis",
  "elements": ["Tl", "O", "O", "O", "O", "O", "O", "O", "O", "H", "H", "H", "H", "H", "H", "H", "H", "H", "H", "H", "H", "H", "H", "H"],
  "coordinates": [[0.198583, 0.023875, 0.129250], [0.723583, -1.936125, -0.947750], [-1.866417, -0.781125, 0.057250], [0.008583, -2.022125, 1.757250], [-0.410417, 0.521875, -2.153750], [2.276583, -0.469125, 0.720250], [0.015583, 0.826875, 1.972250], [1.349583, 2.020875, -0.388750], [-1.518417, 1.917875, -0.049750], [-0.788417, 0.968875, 2.518250], [0.061583, 0.461875, -3.004750], [-2.631417, -0.351125, 0.493250], [1.858583, 2.158875, -1.198750], [0.618583, -2.749125, 1.874250], [-0.248417, -1.819125, 2.647250], [2.790583, 0.268875, 1.064250], [1.143583, -2.051125, -1.804750], [-1.358417, 0.694875, -2.402750], [-2.121417, 2.056875, -0.775750], [2.911583, -1.122125, 0.365250], [-2.384417, -1.174125, -0.667750], [-1.856417, 2.436875, 0.691250], [0.870583, 2.869875, -0.255750], [0.356583, -2.753125, -0.639750]],
  "forces_ev_per_angstrom": [[-0.43, 0.57, 0.80], [0.39, 0.90, -0.36], [-2.90, -0.61, -0.63], [0.15, -0.41, -0.88], [-1.11, 0.09, -1.03], [1.37, -0.49, -0.25], [-0.15, 0.56, 1.17], [0.05, 0.82, -0.24], [-0.07, 0.27, 0.11], [0.60, -0.36, -0.93], [-0.15, 0.03, 0.34], [0.90, 0.22, 0.55], [0.11, 0.00, 0.03], [0.35, -0.39, 0.03], [-0.36, 0.50, 0.82], [0.14, 0.24, 0.28], [-0.05, -0.28, -0.20], [1.36, -0.30, 0.29], [-0.43, 0.45, -0.27], [-0.42, 0.34, 0.20], [0.77, -0.49, -0.22], [0.08, 0.06, 0.03], [0.20, -0.77, 0.13], [-0.41, -0.96, 0.22]],
  "lowdin_charge": [1.091, -0.001, -0.051, -0.046, -0.055, -0.027, -0.294, -0.041, -0.069, 0.040, 0.114, 0.123, 0.100, 0.080, 0.074, 0.108, 0.115, 0.117, 0.072, 0.125, 0.119, 0.101, 0.115, 0.090],
  "molar_mass_g_mol": 347.495,
  "total_charge": 2,
  "lumo_ha": -0.2959
}